[1]
Computed, not measured: 11 unconnected molecules or ions with the total composition C44H74N8O6 at a distorted geometry, with ωB97M-V/def2-TZVPD.

Its LUMO energy is 0.4 eV. The frontier orbital gap comes out at 10.66 eV. As for the structure (SMILES): O=C1CCCO1.O=C1CCCO1.O=C1CCCO1.CCCC#N.CCCC#N.CCCC#N.CCCC#N.CCCC#N.CCCC#N.CCCC#N.CCCC#N. The electronic energy is -71032.624 eV. The calculation puts the strongest force on any atom at 2.7 eV/Å.

XYZ file:
```
132
Properties=species:S:1:pos:R:3:lowdin_charge:R:1
O 2.8569 3.1444 0.3769 0.10
C 3.3496 3.6844 1.3213 -0.49
C 4.7574 3.6285 1.9025 -0.08
C 4.8178 4.8153 2.8201 -0.15
C 3.3606 4.9628 3.1984 -0.15
O 2.6134 4.5212 2.0657 -0.01
H 4.8196 2.6782 2.4226 0.09
H 5.3835 3.6066 1.0125 0.13
H 5.4290 4.6530 3.7370 0.13
H 5.2577 5.7222 2.4389 0.11
H 3.1510 4.2671 4.0196 0.12
H 2.9184 5.9478 3.4031 0.13
O 0.5063 -1.0732 -4.2167 0.07
C -0.1850 -1.3639 -5.1702 -0.44
C -1.3516 -0.5685 -5.8224 -0.07
C -1.6767 -1.3960 -7.0702 -0.14
C -1.1931 -2.7938 -6.6787 -0.12
O -0.0780 -2.5806 -5.7555 0.00
H -2.1139 -0.6339 -5.0616 0.08
H -1.1826 0.4592 -6.0735 0.11
H -2.7448 -1.3877 -7.3534 0.12
H -1.0467 -1.0569 -7.9159 0.13
H -1.9783 -3.2309 -6.0577 0.12
H -0.8550 -3.4586 -7.4281 0.11
O -1.0968 -0.8310 1.8828 0.03
C -0.5630 -0.3573 0.8690 -0.48
C -0.1896 1.0695 0.5835 -0.11
C 0.6311 0.9933 -0.6635 -0.15
C 0.0932 -0.2812 -1.3390 -0.13
O -0.3432 -1.0840 -0.2313 0.00
H -1.2032 1.5312 0.5062 0.11
H 0.2433 1.6436 1.4505 0.12
H 0.6840 1.9087 -1.2173 0.09
H 1.6839 0.7662 -0.3336 0.12
H -0.7689 -0.1784 -2.0098 0.10
H 0.9115 -0.8563 -1.8915 0.12
C -0.1369 6.9737 2.0931 -0.13
C -0.5145 5.5110 1.9321 -0.24
C -0.1765 4.9888 0.4906 -0.16
C -0.5081 6.0124 -0.5485 -0.22
N -0.7911 6.8844 -1.2485 0.13
H 0.8197 7.2847 1.6193 0.09
H -0.0417 7.2863 3.1638 0.08
H -0.9054 7.5821 1.6468 0.06
H -1.5763 5.3784 2.1696 0.11
H 0.0682 4.9032 2.6284 0.09
H -0.6371 4.0317 0.3064 0.08
H 0.8586 4.6650 0.4907 0.08
C -1.5396 -3.9730 -0.3901 -0.13
C -2.8455 -3.4818 0.1997 -0.24
C -3.9538 -3.4463 -0.9516 -0.15
C -3.4664 -2.6635 -2.1018 -0.22
N -2.8797 -2.0096 -2.8225 0.20
H -1.6140 -4.9741 -0.8050 0.08
H -0.7275 -3.9494 0.3429 0.07
H -1.1716 -3.2982 -1.1845 0.05
H -2.7046 -2.6130 0.8615 0.09
H -3.2516 -4.2825 0.8909 0.11
H -4.9092 -3.0121 -0.5729 0.12
H -4.1251 -4.5100 -1.3025 0.13
C -1.9128 -3.8512 3.6182 -0.09
C -1.6967 -4.6734 4.9052 -0.24
C -1.2596 -3.7954 6.0750 -0.20
C 0.0725 -3.2621 5.9975 -0.21
N 1.1273 -2.8180 6.0462 0.17
H -2.6850 -3.1327 3.8582 0.07
H -2.1421 -4.3567 2.7111 0.03
H -1.0726 -3.2769 3.2283 0.07
H -1.0129 -5.5761 4.7537 0.13
H -2.6108 -5.1381 5.2434 0.10
H -1.4968 -4.2371 6.9995 0.10
H -1.9923 -2.9471 6.0288 0.13
C -3.3776 -0.0468 5.2449 -0.08
C -3.6408 1.3378 4.5371 -0.25
C -2.9115 1.3528 3.2330 -0.21
C -1.5080 1.5655 3.5738 -0.23
N -0.4223 1.9125 3.7705 0.19
H -3.9964 -0.8186 4.7559 0.07
H -3.6684 -0.0013 6.3046 0.07
H -2.3482 -0.3070 5.0853 0.05
H -3.3245 2.1883 5.1240 0.11
H -4.7067 1.4256 4.3184 0.11
H -3.2880 2.1985 2.6301 0.13
H -2.9831 0.4225 2.6337 0.10
C 3.3942 -2.3916 2.8738 -0.11
C 2.3057 -1.5232 2.2935 -0.26
C 1.7687 -0.5121 3.3199 -0.17
C 2.7521 0.5469 3.6451 -0.17
N 3.4661 1.4132 3.8873 0.17
H 3.8388 -3.0712 2.1538 0.07
H 2.9956 -2.9824 3.6790 0.06
H 4.2897 -1.8887 3.2440 0.08
H 1.5529 -2.2540 1.9754 0.10
H 2.6542 -1.0402 1.3523 0.11
H 1.6097 -1.1176 4.1932 0.08
H 0.8081 -0.0779 2.9968 0.06
C -2.2685 2.5354 -2.4553 -0.09
C -3.0454 1.4757 -3.1970 -0.26
C -4.3271 1.1898 -2.4407 -0.19
C -3.9906 0.6697 -1.1144 -0.21
N -3.6772 0.3731 -0.0407 0.20
H -2.2555 2.3446 -1.3655 0.06
H -2.7749 3.4874 -2.5986 0.09
H -1.2318 2.5899 -2.7594 0.06
H -2.5399 0.5372 -3.2280 0.04
H -3.3529 1.7851 -4.2202 0.13
H -4.9441 0.4353 -2.8989 0.11
H -4.9734 2.0775 -2.3884 0.13
C 2.4997 -3.6680 -1.5419 -0.12
C 2.5248 -3.7896 -3.0566 -0.24
C 1.2501 -4.5239 -3.5354 -0.18
C 1.1048 -5.8100 -2.7847 -0.22
N 1.0241 -6.7408 -2.1041 0.14
H 2.6297 -4.6216 -0.9642 0.09
H 1.5330 -3.3587 -1.1511 0.05
H 3.2185 -2.9408 -1.1802 0.06
H 3.3624 -4.4415 -3.3869 0.12
H 2.5564 -2.8008 -3.4682 0.09
H 1.3258 -4.6522 -4.5936 0.10
H 0.4366 -3.8259 -3.3089 0.10
C 4.6356 1.1212 -3.3934 -0.09
C 3.1647 1.1532 -3.0082 -0.26
C 2.2512 1.9316 -3.9487 -0.16
C 2.2182 1.2960 -5.2695 -0.26
N 2.1769 0.7791 -6.2732 0.16
H 5.1059 2.0827 -3.1936 0.08
H 4.8709 0.9189 -4.4501 0.08
H 5.0132 0.2995 -2.8143 0.07
H 3.1321 1.6167 -2.0511 0.08
H 2.8240 0.1533 -2.9940 0.08
H 2.6086 2.9692 -4.1296 0.13
H 1.1668 1.9263 -3.6110 0.12
```



[2]
Computed, not measured: 3 unconnected molecules or ions with the total composition C44H76N3O4 at a distorted geometry, with ωB97M-V/def2-TZVPD.

The total charge is +1. Its LUMO energy (spin up / spin down) is -3.5 / -3.5 eV. For the relative energy (zero: lowest compared OMol25 entry of this formula, charge and spin), the calculation gives 0.0 kJ/mol. The frontier orbital gap (spin up / spin down) comes out at 6.78 / 7.57 eV. As for the spin multiplicity: 3. The electronic energy is -59510.074 eV. The calculation puts the strongest force on any atom at 3.2 eV/Å.

XYZ file:
```
127
Properties=species:S:1:pos:R:3:lowdin_spin:R:1
C 6.4039 -4.6396 0.3741 0.00
C 4.9741 -5.0089 -0.1917 0.00
C 4.9045 -4.9600 -1.7409 0.00
C 3.6310 -5.6041 -2.3663 0.00
C 2.3779 -4.6601 -2.4409 0.00
C 1.6128 -4.6724 -1.0810 0.00
C 0.5960 -3.5355 -0.8765 0.00
C -0.7752 -3.8609 -0.5170 0.00
C -1.2916 -5.2877 -0.3091 0.00
C -0.7258 -5.7512 1.0926 0.00
C -1.5046 -5.1101 2.2891 0.00
C -0.6082 -4.2112 3.2053 0.00
O 0.5645 -4.8746 3.6416 0.00
C 1.7698 -4.3014 3.1338 0.00
C -1.7113 -2.8230 -0.3077 0.00
N -1.3803 -1.5172 -0.4162 0.00
C -0.1173 -1.1527 -0.7311 0.00
C 0.1322 0.3662 -0.7745 0.00
C 0.7370 0.8525 0.5759 0.00
C 1.2155 -0.0616 1.5626 0.00
C 1.7388 0.3770 2.8011 0.00
C 1.8549 1.7698 3.1219 0.00
C 1.3847 2.6897 2.1441 0.00
C 0.8249 2.2504 0.9102 0.00
C 0.3177 3.3583 -0.0433 0.00
C 0.9022 -2.1246 -0.9790 0.00
C 2.2945 -1.5831 -1.3051 0.00
O 3.3399 -2.3151 -0.6978 0.00
C 4.5890 -1.6488 -0.9168 0.00
H 6.8851 -5.5243 0.8315 0.00
H 6.2634 -3.9187 1.2121 0.00
H 7.0414 -4.1265 -0.3683 0.00
H 4.2672 -4.3225 0.3149 0.00
H 4.7335 -6.0522 0.1093 0.00
H 5.0557 -3.9484 -2.1685 0.00
H 5.7696 -5.5622 -2.1082 0.00
H 3.3530 -6.4711 -1.7186 0.00
H 3.8403 -6.0524 -3.3608 0.00
H 2.6034 -3.6563 -2.8394 0.00
H 1.6948 -5.1363 -3.1825 0.00
H 2.2628 -4.7138 -0.1864 0.00
H 1.0213 -5.6118 -1.0695 0.00
H -2.3959 -5.3505 -0.2851 0.00
H -0.8502 -5.9809 -1.0499 0.00
H -0.8295 -6.8543 1.1928 0.00
H 0.3660 -5.5582 1.1712 0.00
H -1.8904 -5.9119 2.9549 0.00
H -2.3961 -4.5716 1.9097 0.00
H -0.4331 -3.2073 2.7594 0.00
H -1.2230 -4.0238 4.1186 0.00
H 1.6209 -3.5586 2.3260 0.00
H 2.3757 -5.1429 2.7188 0.00
H 2.3803 -3.8929 3.9699 0.00
H -2.7541 -3.0476 -0.0375 0.00
H -2.1001 -0.8214 -0.2386 0.00
H 0.8326 0.6318 -1.5862 0.00
H -0.8426 0.8738 -0.9330 0.00
H 1.1984 -1.1539 1.4051 0.00
H 2.0690 -0.3681 3.5416 0.00
H 2.2634 2.0962 4.0883 0.00
H 1.4747 3.7798 2.3809 0.00
H 1.1933 3.9524 -0.3628 0.00
H -0.4374 3.9987 0.4545 0.00
H -0.1339 2.8713 -0.9282 0.00
H 2.4447 -1.6183 -2.4138 0.00
H 2.4076 -0.5212 -0.9949 0.00
H 5.3007 -2.0840 -0.1862 0.00
H 5.0097 -1.8631 -1.9229 0.00
H 4.5041 -0.5497 -0.7886 0.00
C -8.0111 -1.4737 -4.1583 0.00
C -7.0922 -2.7274 -4.1149 0.02
C -7.1573 -3.4366 -2.7454 0.01
C -6.2628 -2.8609 -1.6506 0.00
C -4.8503 -2.6239 -2.1752 0.01
C -4.8456 -1.7523 -3.4331 0.03
N -5.7089 -2.3224 -4.5074 0.34
O -5.0932 -3.3714 -4.9987 0.57
C -5.2989 -0.3318 -3.0364 0.00
C -3.4030 -1.5543 -3.9168 0.00
C -7.7462 -3.6916 -5.1193 0.00
H -7.4678 -0.5341 -4.2230 0.00
H -8.6427 -1.4728 -5.0477 0.00
H -8.6674 -1.4167 -3.2878 0.00
H -6.8702 -4.4856 -2.8736 0.00
H -8.1888 -3.4537 -2.3883 0.00
H -6.6920 -1.9384 -1.2507 0.00
H -6.2249 -3.5607 -0.8113 0.00
H -4.2482 -2.1549 -1.3904 0.00
H -4.3767 -3.5914 -2.3794 0.00
H -5.3289 0.3280 -3.9049 0.00
H -4.5995 0.1057 -2.3196 0.00
H -6.2734 -0.2990 -2.5534 0.00
H -2.8920 -2.4988 -4.1076 0.00
H -2.8153 -1.0283 -3.1595 0.00
H -3.3744 -0.9577 -4.8301 0.00
H -7.6833 -3.3057 -6.1380 0.00
H -8.8016 -3.8202 -4.8740 0.00
H -7.2923 -4.6825 -5.1021 0.00
C 2.4145 9.2980 0.8159 0.00
C 1.5868 8.3267 1.7039 0.03
C 0.5603 9.0833 2.5738 0.02
C 1.0916 9.6714 3.8772 0.00
C 1.9265 8.6465 4.6351 0.01
C 3.0507 8.0720 3.7688 0.03
N 2.5291 7.4804 2.4965 0.35
O 1.9235 6.3562 2.7945 0.55
C 4.0690 9.1969 3.4929 0.00
C 3.8494 7.0438 4.5787 0.00
C 0.7617 7.5189 0.6871 0.00
H 3.4638 9.3580 1.0935 0.00
H 2.4368 8.9675 -0.2241 0.00
H 2.0100 10.3115 0.8312 0.00
H -0.2533 8.3999 2.8397 0.00
H 0.0979 9.8804 1.9873 0.00
H 1.6695 10.5782 3.6800 0.00
H 0.2500 9.9835 4.5002 0.00
H 2.3442 9.1117 5.5313 0.00
H 1.2721 7.8438 4.9914 0.00
H 4.8863 8.8419 2.8621 0.00
H 4.5088 9.5488 4.4274 0.00
H 3.6363 10.0774 3.0216 0.00
H 3.2234 6.2416 4.9701 0.00
H 4.3197 7.5203 5.4400 0.00
H 4.6416 6.5983 3.9734 0.00
H 1.4031 6.8894 0.0664 0.00
H 0.2198 8.1987 0.0276 0.00
H 0.0186 6.8807 1.1670 0.00
```



[3]
Computed, not measured: 9 unconnected molecules or ions with the total composition C44H76N5O11PS3 at a distorted geometry, with ωB97M-V/def2-TZVPD.

Its LUMO energy is -0.1 eV. The frontier orbital gap comes out at 8.04 eV. As for the structure (SMILES): NC(=O)CCN1c2c([PH2]=S)cccc2Sc2c(S)c(-c3ccncc3)c(CCCCn3cccc3)c(ON=O)c21.CCO.CCO.CCO.CCO.CCO.CCO.CCO.CCO. The electronic energy is -118623.431 eV. The calculation puts the strongest force on any atom at 3.6 eV/Å.

XYZ file:
```
140
Properties=species:S:1:pos:R:3:lowdin_charge:R:1
N 5.6110 -2.6381 2.9676 0.12
C 5.3621 -1.9749 1.7294 -0.51
O 6.1980 -2.0026 0.8479 0.07
C 4.0251 -1.2333 1.6414 -0.09
C 3.5353 -1.2090 0.1611 -0.10
N 2.1083 -1.7127 0.0767 -0.02
C 1.9729 -2.6599 -1.0147 -0.27
C 2.1413 -4.0195 -0.7325 -0.32
P 2.5155 -4.6280 0.9644 0.44
S 0.8230 -4.9557 1.8676 0.18
C 2.0499 -4.9949 -1.7721 -0.07
C 1.8060 -4.6579 -3.0914 -0.04
C 1.6311 -3.2489 -3.3673 -0.07
C 1.7214 -2.3306 -2.3491 -0.43
S 1.5375 -0.6013 -2.7912 1.02
C 0.9134 0.0729 -1.2599 -0.46
C 0.1107 1.2194 -1.3174 -0.54
S -0.2846 1.9868 -2.8802 0.81
C -0.3534 1.7638 -0.1126 -0.15
C -1.1746 3.0267 -0.1481 -0.21
C -2.5589 3.0839 0.0670 -0.02
C -3.1619 4.3383 0.0425 -0.14
N -2.5516 5.5019 -0.1597 0.06
C -1.2436 5.4014 -0.3945 -0.13
C -0.4966 4.2273 -0.4050 -0.01
C -0.0611 1.1618 1.1326 -0.08
C -0.5607 1.7565 2.4435 -0.10
C -1.5892 0.8797 3.2131 -0.17
C -3.0159 0.9221 2.5968 -0.19
C -3.9557 0.1779 3.5663 -0.12
N -5.3063 0.0395 2.9847 -0.15
C -6.0440 -1.0451 3.3054 -0.10
C -7.2429 -0.8843 2.5984 -0.10
C -7.1309 0.3264 1.8544 -0.10
C -5.8889 0.9154 2.1321 -0.09
C 0.7422 0.0183 1.1187 -0.15
O 1.0397 -0.5236 2.3730 -0.04
N 0.2394 -1.6725 2.5939 0.00
O 0.6746 -2.2961 3.4697 0.04
C 1.2507 -0.5558 -0.0636 -0.19
H 5.6290 -1.9367 3.7032 0.10
H 6.4918 -3.1375 2.9023 0.09
H 4.1009 -0.1842 1.9768 0.11
H 3.3185 -1.7250 2.3210 0.09
H 4.1392 -1.8693 -0.4766 0.13
H 3.5397 -0.1761 -0.2181 0.10
H 3.3632 -3.7451 1.6764 -0.03
H 3.2666 -5.8309 0.8727 -0.03
H 2.1977 -6.0789 -1.5611 0.09
H 1.7797 -5.4358 -3.8486 0.10
H 1.4621 -2.9283 -4.3982 0.10
H -1.6350 1.8561 -2.9812 -0.09
H -3.0991 2.1555 0.2446 0.10
H -4.2463 4.3728 0.2155 0.11
H -0.7004 6.3386 -0.5750 0.11
H 0.5735 4.2725 -0.6066 0.12
H 0.3201 1.8689 3.1031 0.13
H -0.9877 2.7621 2.3455 0.12
H -1.7001 1.3495 4.2107 0.12
H -1.2551 -0.1492 3.3822 0.08
H -3.3326 1.9479 2.3747 0.09
H -2.9386 0.3816 1.6355 0.12
H -3.5467 -0.8375 3.6796 0.13
H -4.0011 0.6964 4.5374 0.13
H -5.7546 -1.8514 3.9695 0.12
H -8.0962 -1.5559 2.6082 0.09
H -7.8494 0.7677 1.1677 0.09
H -5.4671 1.8429 1.7692 0.11
C -1.8830 -2.3344 -0.7931 -0.08
C -2.9030 -3.0789 0.0509 -0.31
O -2.5548 -4.4535 0.1654 -0.09
H -1.8175 -2.7747 -1.7899 0.08
H -2.1489 -1.2778 -0.8913 0.07
H -0.8884 -2.4051 -0.3439 0.05
H -3.8912 -3.0268 -0.4059 0.11
H -2.9637 -2.6430 1.0557 0.10
H -1.6849 -4.4894 0.5783 0.01
C -3.5664 7.9946 2.7017 -0.08
C -4.6752 8.7523 2.0059 -0.30
O -4.2666 9.1087 0.6822 -0.09
H -2.6588 8.5989 2.7496 0.08
H -3.8532 7.7129 3.7165 0.08
H -3.3231 7.0883 2.1406 0.06
H -4.9116 9.6694 2.5441 0.12
H -5.5818 8.1464 1.9459 0.09
H -4.0677 8.2895 0.2118 0.06
C 3.9376 -5.0778 -7.3828 -0.09
C 3.2621 -4.7874 -6.0557 -0.33
O 1.8875 -4.4719 -6.2471 -0.10
H 3.8570 -4.2169 -8.0478 0.08
H 4.9930 -5.3155 -7.2409 0.08
H 3.4546 -5.9191 -7.8863 0.07
H 3.7355 -3.9365 -5.5667 0.12
H 3.3320 -5.6522 -5.3881 0.10
H 1.4657 -5.2262 -6.6707 0.09
C 5.0781 2.3016 -0.5209 -0.08
C 4.4028 2.6634 0.7891 -0.31
O 3.0478 3.0457 0.5721 -0.08
H 5.0473 3.1461 -1.2105 0.08
H 6.1191 2.0161 -0.3599 0.08
H 4.5596 1.4708 -1.0076 0.06
H 4.9088 3.5047 1.2610 0.12
H 4.4240 1.8148 1.4834 0.09
H 2.5979 2.2954 0.1645 0.06
C -8.2248 7.0350 -1.3853 -0.09
C -8.2248 7.1767 0.1251 -0.31
O -7.0142 6.6695 0.6816 -0.10
H -8.1075 5.9883 -1.6699 0.08
H -9.1538 7.4143 -1.8144 0.07
H -7.3877 7.5837 -1.8243 0.07
H -9.0475 6.6119 0.5619 0.11
H -8.3342 8.2271 0.4143 0.11
H -6.2879 7.1754 0.3026 0.05
C -2.8076 9.9472 -2.6914 -0.09
C -1.4313 9.5478 -2.1918 -0.32
O -1.3746 9.6013 -0.7708 -0.09
H -3.0563 10.9550 -2.3570 0.08
H -2.8528 9.9163 -3.7820 0.07
H -3.5735 9.2784 -2.2908 0.06
H -0.6728 10.2293 -2.5761 0.11
H -1.1817 8.5319 -2.5196 0.10
H -2.0392 8.9917 -0.4296 0.05
C 3.9639 -9.6202 -0.3341 -0.09
C 2.8394 -8.8081 -0.9487 -0.32
O 3.1943 -8.3635 -2.2507 -0.09
H 4.8796 -9.0292 -0.2860 0.06
H 3.7033 -9.9483 0.6740 0.08
H 4.1814 -10.5013 -0.9442 0.07
H 2.6405 -7.9205 -0.3470 0.08
H 1.9233 -9.4052 -1.0006 0.11
H 3.3633 -9.1483 -2.7813 0.08
C 7.4461 -8.9684 2.5758 -0.09
C 7.7717 -8.0051 1.4495 -0.32
O 6.5788 -7.4907 0.8620 -0.10
H 6.8395 -9.7963 2.2056 0.07
H 8.3567 -9.3714 3.0223 0.07
H 6.8661 -8.4689 3.3560 0.07
H 8.3314 -8.5110 0.6639 0.11
H 8.3738 -7.1683 1.8186 0.11
H 6.0880 -7.0341 1.5527 0.07
```



Number 2 is which compound?
C44H76N3O4



Which value of strongest force on any atom does entry 2 give?
3.2 eV/Å



electronic energy of number 1 (C44H74N8O6)?
-71032.624 eV



Which of these has the highest electronic energy?
C44H76N3O4